Below is an isolated molecule of C6H8 at a distorted geometry, with properties calculated with wB97M-V/def2-TZVPD.

Properties
- Structure (SMILES): C=CC(=C)C=C
- Max |F|: 0.0963 Eh/bohr
- Energy above the lowest of the compared OMol25 structures with the same formula, charge and spin: 3.382 eV
- 2S+1: 1

```
14
Properties=species:S:1:pos:R:3:forces:R:3
C -2.5460 0.6417 0.0204 2.614 -0.706 -1.298
C -1.4579 -0.1425 -0.3148 -0.274 1.588 -0.269
C 0.0120 0.2779 -0.2394 0.112 -0.946 1.746
C 0.4866 1.2065 0.6603 0.564 -1.188 0.365
C 0.9418 -0.8986 -0.6455 3.554 3.035 1.631
C 2.2309 -1.0796 -0.1225 -2.857 -0.412 0.084
H -3.3051 0.2380 0.6602 -1.048 -0.142 -0.794
H -2.5042 1.6715 -0.3676 -0.023 -0.083 1.422
H -1.5623 -1.1888 -0.6475 -0.010 0.139 1.302
H 1.5136 0.9940 1.1513 -1.593 0.870 -1.432
H -0.0822 2.0103 1.1853 0.166 -0.975 -0.782
H 0.8187 -1.1847 -1.6586 -0.553 -1.164 -0.661
H 2.8180 -1.9105 -0.5081 0.084 0.370 -0.231
H 2.6362 -0.6352 0.8266 -0.736 -0.388 -1.085
```
Forces are in eV/Å.



Below is a cluster of 2 separate species, C6H8 in total at a distorted geometry, with properties calculated with wB97M-V/def2-TZVPD.

Properties
- Max |F|: 0.1094 Eh/bohr
- Energy above the lowest of the compared OMol25 structures with the same formula, charge and spin: 4.743 eV
- 2S+1: 1

```
14
Properties=species:S:1:pos:R:3:forces:R:3
C 0.0246 -0.5561 0.8491 1.103 -3.217 0.468
C -1.1913 2.0285 -1.8581 1.573 -1.087 0.101
C -0.8277 0.3565 0.6092 1.087 2.267 -5.033
C -0.3982 1.1189 -1.2842 -0.068 -0.734 1.773
C 0.6544 -1.6002 1.7215 -0.265 1.047 0.028
C 1.2472 -1.2138 0.3567 0.904 0.420 -0.723
H -0.9878 2.4537 -2.8784 -0.444 -0.384 1.287
H -1.9702 2.2898 -1.1904 -1.186 0.899 -0.253
H -1.5868 0.7376 1.2261 -0.947 0.688 0.311
H 0.5547 0.7488 -1.7980 -1.396 0.101 1.225
H 0.9998 -1.3454 2.7295 0.321 0.035 -0.604
H 0.2023 -2.5743 1.6626 -0.266 -0.201 0.096
H 1.2875 -2.0776 -0.4074 -0.221 1.828 1.128
H 1.9915 -0.3664 0.2618 -0.195 -1.663 0.196
```
Forces are in eV/Å.



Below is an isolated molecule of C6H8 at a distorted geometry, with properties calculated with wB97M-V/def2-TZVPD.

Properties
- Structure (SMILES): C1=CCCC=C1
- Max |F|: 0.0911 Eh/bohr
- Energy above the lowest of the compared OMol25 structures with the same formula, charge and spin: 0.979 eV
- 2S+1: 1

```
14
Properties=species:S:1:pos:R:3:forces:R:3
C 0.6722 1.2317 -0.2159 -0.714 -0.654 1.520
C -0.6575 1.2581 -0.0132 0.509 -0.209 -0.768
C -1.2938 -0.0128 0.3767 -2.061 -0.926 1.220
C -0.6906 -1.1551 -0.3718 1.314 -0.798 -0.560
C 0.8456 -1.1472 0.0145 -1.930 -4.149 0.992
C 1.4434 0.0147 0.1862 0.083 0.787 -0.784
H 1.1983 2.1082 -0.4448 0.712 1.088 -0.523
H -1.3559 2.0621 -0.2249 0.631 0.394 0.048
H -1.1133 -0.2088 1.4632 -0.416 0.267 -0.408
H -2.4051 -0.0152 0.1774 1.036 0.245 0.429
H -0.6413 -0.7553 -1.4163 -0.603 -1.112 0.136
H -1.2858 -2.1771 -0.2127 1.669 2.230 -0.569
H 1.2101 -2.2459 0.2857 -0.070 2.768 -0.615
H 2.4768 0.0961 0.5135 -0.159 0.068 -0.117
```
Forces are in eV/Å.